Record 1
This record from the Open Molecules 2025 dataset describes a cluster of 2 separate species, C31H38ClN3O6S in total. The level of theory is wB97M-V/def2-TZVPD.

The geometry in XYZ format:
```
80
Properties=species:S:1:pos:R:3:forces:R:3
C 3.35835 -4.01636 2.48828 0.11 0.02 -0.01
C 3.01273 -3.91369 1.02435 -0.10 0.06 0.08
O 1.64007 -3.57494 0.90810 -0.09 -0.07 -0.05
C 1.23407 -3.23631 -0.40387 0.14 0.05 0.20
C 1.28560 -1.72365 -0.55610 0.20 -0.15 0.16
O 0.54783 -1.30202 -1.70322 0.16 0.06 -0.23
C -0.50547 -0.46231 -1.43239 -0.16 -0.54 -0.09
C -1.79903 -0.94510 -1.52451 -0.17 0.11 -0.04
C -2.88368 -0.12773 -1.21950 0.12 0.15 0.07
C -4.27059 -0.65002 -1.30866 -0.09 -0.04 -0.04
C -4.89412 -0.82465 -2.53912 -0.17 -0.07 0.05
C -6.19710 -1.30906 -2.57912 0.25 0.02 0.31
N -6.88930 -1.62853 -1.48385 -0.07 -0.04 -0.03
C -6.28944 -1.46328 -0.30618 0.27 0.13 -0.23
C -4.99318 -0.97996 -0.16759 -0.19 -0.03 -0.07
C -2.64727 1.17996 -0.80061 0.16 -0.21 -0.05
C -1.34557 1.66037 -0.75791 -0.33 0.03 0.04
C -0.26829 0.85508 -1.08775 -0.05 0.35 0.07
N 1.02284 1.39135 -1.04763 0.30 -0.09 0.04
C 1.39533 2.08336 0.12129 -0.09 0.15 -0.03
C 2.62335 1.87163 0.75149 -0.09 -0.07 -0.24
C 3.69407 0.99417 0.16183 0.08 0.05 -0.24
C 4.84488 1.79001 -0.50070 -0.04 0.00 -0.01
C 6.20244 1.14254 -0.24488 -0.02 0.24 0.10
C 4.58126 1.93969 -1.99472 0.03 0.15 0.00
C 2.87818 2.56022 1.93491 -0.13 0.26 0.30
C 4.16003 2.35579 2.69242 -0.01 0.18 -0.01
C 4.31755 0.96732 3.24133 -0.21 -0.47 -0.03
O 3.48646 0.13317 3.36682 0.24 0.26 0.04
Cl 6.00935 0.63058 3.72799 0.04 0.00 0.09
C 1.93998 3.43137 2.45852 -0.11 -0.06 -0.05
C 0.72059 3.66687 1.82958 0.22 -0.17 -0.10
C -0.27403 4.55754 2.52932 0.08 -0.06 0.13
O -0.83424 3.93437 3.66806 -0.04 0.13 0.14
C -1.73818 2.87863 3.38028 -0.08 -0.23 -0.06
C -1.10299 1.50071 3.51737 -0.05 -0.06 0.02
C 0.46888 3.00368 0.63527 0.03 0.06 0.13
S -0.99978 3.32345 -0.31028 0.08 0.13 0.01
H 2.82975 -4.84290 2.95672 -0.07 -0.04 0.04
H 3.10605 -3.09543 3.00923 -0.03 0.07 0.01
H 4.42919 -4.18335 2.59433 0.06 -0.06 0.06
H 3.19736 -4.86785 0.52126 0.04 -0.04 -0.11
H 3.63467 -3.14970 0.54671 0.04 0.06 -0.07
H 0.21347 -3.58565 -0.55106 -0.09 -0.01 0.01
H 1.88190 -3.71933 -1.13832 -0.07 -0.08 -0.15
H 2.32577 -1.40150 -0.66232 -0.09 -0.03 -0.01
H 0.88702 -1.28407 0.35845 -0.10 0.11 0.02
H -1.95765 -1.97337 -1.81631 0.04 -0.07 -0.03
H -4.38417 -0.57852 -3.45960 0.06 0.02 -0.03
H -6.68946 -1.45485 -3.53015 -0.08 0.00 -0.02
H -6.85954 -1.72681 0.57520 -0.10 -0.04 0.02
H -4.55886 -0.87294 0.81632 0.06 0.03 0.04
H -3.46594 1.82971 -0.52606 -0.08 0.02 0.01
H 1.71323 0.73301 -1.36826 -0.01 0.00 -0.09
H 4.07829 0.30468 0.91345 0.03 0.02 0.03
H 3.28310 0.36399 -0.62452 0.05 -0.18 0.12
H 4.85268 2.79645 -0.07643 0.03 0.05 0.06
H 6.95103 1.56673 -0.91195 0.10 -0.05 -0.07
H 6.54464 1.32474 0.77548 -0.04 -0.12 0.05
H 6.16355 0.06491 -0.39643 0.02 -0.10 -0.11
H 4.66650 0.97688 -2.50077 -0.04 -0.09 -0.03
H 3.58915 2.34961 -2.18584 -0.09 -0.02 -0.01
H 5.30262 2.61795 -2.44935 0.06 0.01 -0.04
H 4.17474 3.01023 3.56526 0.06 0.07 0.07
H 5.04782 2.61366 2.11568 0.02 -0.10 -0.03
H 2.13801 3.92824 3.39948 0.02 0.04 0.06
H 0.24897 5.42863 2.91838 -0.02 0.14 -0.06
H -1.06045 4.88539 1.85016 -0.08 0.08 -0.06
H -2.15877 2.99888 2.37912 0.06 0.10 -0.09
H -2.56468 2.97443 4.08450 -0.04 0.05 0.04
H -1.64383 0.77504 2.90974 -0.05 -0.07 -0.03
H -0.06655 1.51038 3.18867 0.04 0.00 -0.08
H -1.12730 1.15269 4.54782 0.08 0.02 0.09
C -7.99325 -4.73822 -5.14917 -0.07 -0.06 -0.03
N -8.08883 -3.45088 -5.89167 -0.01 0.01 0.09
O -8.87322 -3.37634 -6.81030 -0.01 -0.02 -0.04
O -7.36681 -2.55296 -5.50901 0.03 0.03 -0.08
H -8.69088 -5.43818 -5.59181 -0.01 0.01 -0.01
H -6.96702 -5.08150 -5.23349 0.02 0.02 0.03
H -8.23398 -4.52610 -4.11174 0.04 0.02 0.02
```
Forces are in eV/Å.

Summary:
2S+1 ... 1
HOMO ... -8.0088 eV
Orbital gap ... 8.30 eV
SMILES ... CCOCCOc1cc(-c2ccncc2)cc2c1Nc1c(CC(C)C)c(CC(=O)Cl)cc(COCC)c1S2.C[N+](=O)[O-]
LUMO ... 0.29 eV

---

Record 2
This record from the Open Molecules 2025 dataset describes a cluster of 2 separate species, C10H16 in total in a non-equilibrium geometry. The level of theory is wB97M-V/def2-TZVPD.

The geometry in XYZ format:
```
26
Properties=species:S:1:pos:R:3:forces:R:3
C -1.85666 -0.54919 -2.24020 1.81 -2.15 0.24
C -1.41248 -0.41130 -0.79909 -1.39 -0.23 -0.27
C -1.40987 0.80226 -0.13704 0.26 -0.63 2.01
C -1.26308 0.78854 1.27858 -0.46 1.73 0.23
C -1.10024 -0.35331 2.00507 0.95 -2.73 -0.55
C -0.89814 -1.54306 1.27752 0.38 0.36 -0.88
C -1.14124 -1.58998 -0.07698 0.31 0.45 -0.18
H -2.19821 -1.62633 -2.38324 0.14 1.54 -0.08
H -0.93665 -0.43882 -2.82950 -0.25 -0.07 -0.32
H -2.54805 0.16606 -2.59925 -0.89 0.63 -0.08
H -1.58355 1.77569 -0.56068 -0.06 -0.04 -0.58
H -1.31311 1.74679 1.82371 -0.08 -0.45 -0.42
H -1.01504 -0.64803 3.04619 -0.01 1.67 0.39
H -0.34554 -2.37564 1.69001 -0.72 -0.35 0.60
H -1.07055 -2.54995 -0.58662 0.02 0.26 -0.10
C 2.61831 -0.55243 0.09364 0.45 1.48 -1.13
C 2.70055 0.99093 0.22439 -0.29 0.32 1.13
C 2.21838 1.93846 -0.87395 1.00 -1.42 -0.86
H 3.40479 -0.96224 0.72418 -0.45 -0.35 0.36
H 1.59426 -0.91538 0.27669 0.63 -0.06 0.00
H 2.94767 -0.76249 -0.92900 -0.33 -0.47 -0.07
H 2.15585 1.21713 1.15693 0.57 0.31 -0.04
H 3.75150 1.36452 0.27213 -0.48 -0.95 0.71
H 2.70499 1.50064 -1.77265 -0.51 0.64 -0.04
H 1.16408 2.08565 -1.06202 -0.26 -0.12 0.20
H 2.73929 2.85685 -0.65033 -0.33 0.64 -0.27
```
Forces are in eV/Å.

Summary:
2S+1 ... 1
HOMO ... -9.0791 eV
Orbital gap ... 10.10 eV
SMILES ... Cc1ccccc1.CCC
Energy relative to the best compared isomer or geometry (same formula, charge and spin) ... 128.7 kJ/mol
LUMO ... 1.02 eV

---

Record 3
This record from the Open Molecules 2025 dataset describes an isolated molecule of C4H6N2. The level of theory is wB97M-V/def2-TZVPD.

The geometry in XYZ format:
```
12
Properties=species:S:1:pos:R:3:forces:R:3
N 0.22002 1.35132 1.88973 -0.03 -0.05 0.13
C 0.46651 0.30150 1.08754 -0.14 0.50 -0.18
C -0.23442 -1.67590 -0.51106 -0.15 -0.17 -0.30
C -0.96914 -1.06831 -1.38595 0.01 -0.19 0.06
C 0.38526 -0.48323 -1.13897 0.26 -0.09 -0.09
N 0.56933 0.61937 -0.21304 -0.22 -0.10 0.29
H -0.20918 2.21003 1.55600 0.27 0.05 -0.01
H 0.03819 1.13005 2.85440 0.05 0.14 -0.10
H -0.12868 -2.39889 0.28149 0.11 -0.02 -0.32
H -1.89745 -1.01444 -1.93154 0.07 0.16 0.14
H 1.15411 -0.54492 -1.91349 -0.02 -0.07 0.27
H 0.60545 1.57343 -0.57510 -0.23 -0.16 0.12
```
Forces are in eV/Å.

Summary:
2S+1 ... 1
HOMO ... -7.9892 eV
Orbital gap ... 9.22 eV
Energy relative to the best compared isomer or geometry (same formula, charge and spin) ... 398.7 kJ/mol
LUMO ... 1.23 eV

---

Record 4
This record from the Open Molecules 2025 dataset describes a structure of composition C30H26AsCl2F6N2O6S2W. The level of theory is wB97M-V/def2-TZVPD.

The geometry in XYZ format:
```
76
Properties=species:S:1:pos:R:3:forces:R:3
W -0.40128 0.43963 -0.40420 0.30 -0.62 -0.11
N 1.48645 -2.40120 -2.73524 0.01 -0.03 0.00
C 0.67557 -1.53884 -3.59840 0.01 0.04 0.04
C 1.03961 -0.12072 -3.22396 0.15 -0.04 -0.03
O 1.74490 0.61065 -3.83946 -0.04 0.02 0.02
O 0.53752 0.23941 -2.01004 -0.43 0.17 0.47
H 2.46144 -2.33316 -3.00981 -0.01 -0.03 0.00
H 1.21913 -3.37257 -2.84613 -0.02 0.02 0.01
H -0.38125 -1.70494 -3.38626 0.00 0.00 -0.01
H 0.84698 -1.66026 -4.66919 0.03 0.01 0.01
Cl -2.48858 -0.66153 -0.25174 -0.22 -0.18 0.01
C -3.49442 0.80085 0.15247 0.13 0.07 0.09
Cl -2.27650 2.09065 0.34830 -0.14 -0.06 -0.11
H -3.96805 0.60978 1.11018 -0.02 -0.03 -0.01
H -4.14911 1.06080 -0.67872 0.00 -0.07 0.04
C 1.64688 -5.94466 0.74393 -0.01 0.01 -0.01
C 2.70056 -5.14367 1.15990 -0.02 0.01 -0.01
C 2.63528 -3.76701 0.99040 0.05 -0.01 0.03
C 1.51723 -3.20521 0.38472 0.04 0.09 -0.02
C 0.45824 -4.00360 -0.02884 -0.02 0.03 -0.05
C 0.52443 -5.37596 0.15465 0.01 -0.02 0.01
As 1.38175 -1.29916 0.26449 -0.30 0.33 -0.09
C 2.93240 -0.35461 -0.36154 -0.02 -0.04 0.04
C 2.69536 1.01399 -0.49508 0.05 0.24 0.01
C 3.65492 1.85795 -1.02190 0.07 -0.09 0.01
C 4.87671 1.32210 -1.41445 -0.02 0.03 -0.01
C 5.12356 -0.03529 -1.28026 0.00 -0.02 0.01
C 4.15103 -0.88086 -0.75819 0.03 -0.04 -0.03
C 1.07032 -0.70347 2.08123 0.04 -0.07 -0.08
C 0.93421 -1.61915 3.20828 0.01 -0.02 0.06
C 0.99174 -1.17118 4.47240 0.00 -0.04 -0.03
C 1.27812 0.21592 4.76187 -0.02 0.04 -0.03
C 1.49653 1.09546 3.77425 -0.05 0.01 0.04
C 1.39401 0.71947 2.35988 0.01 0.01 -0.08
H 1.69698 -7.01634 0.88189 0.00 0.00 0.00
H 3.57161 -5.58691 1.62320 0.00 0.00 0.00
H 3.45118 -3.14622 1.34190 -0.01 0.02 -0.01
H -0.40905 -3.55935 -0.50433 0.01 0.01 0.01
H -0.29781 -6.00264 -0.16397 0.00 0.00 0.00
H 1.73910 1.48590 -0.19197 0.33 -0.15 -0.13
H 3.44696 2.91202 -1.14190 0.00 0.00 0.00
H 5.63435 1.96782 -1.83720 0.00 0.00 0.00
H 6.07392 -0.44511 -1.59473 0.00 0.00 0.00
H 4.34722 -1.94338 -0.68379 -0.03 -0.01 0.02
H 0.79337 -2.67473 3.00871 0.00 0.01 -0.03
H 0.87558 -1.86625 5.29355 0.00 0.01 0.01
H 1.37961 0.52509 5.79355 0.00 0.00 0.00
H 1.81247 2.10634 3.99842 0.00 0.00 -0.01
H 2.07737 1.25408 1.71886 0.00 -0.01 0.01
F -1.64951 3.65280 -5.05794 -0.02 0.00 -0.01
C -0.96750 2.69657 -4.45322 -0.05 0.02 -0.11
F 0.32131 2.98743 -4.49103 0.01 0.00 0.02
F -1.17927 1.53986 -5.07249 0.03 -0.01 0.02
S -1.52653 2.56316 -2.66652 0.20 0.18 0.08
O -1.85384 1.14083 -2.46900 0.07 -0.12 0.26
O -0.40064 2.98697 -1.86270 -0.03 0.01 -0.09
N -2.72405 3.50829 -2.48213 -0.10 0.12 -0.07
S -4.20701 3.05611 -2.88107 0.12 0.10 -0.02
O -4.28954 2.37989 -4.13570 -0.01 -0.06 -0.07
O -4.87766 2.48943 -1.73828 -0.17 0.05 -0.02
C -4.93450 4.73421 -3.11576 -0.05 -0.01 0.01
F -4.83556 5.44379 -1.99762 0.01 -0.01 -0.01
F -4.30663 5.36398 -4.09787 -0.01 -0.01 0.02
F -6.21655 4.58582 -3.43051 0.05 -0.01 0.01
C -0.02224 0.40703 1.73069 0.04 0.19 -0.09
C -1.17240 0.55363 2.68635 -0.05 -0.01 -0.01
C -1.47405 1.77762 3.28516 0.06 -0.04 0.01
C -2.55795 1.90559 4.13524 -0.01 -0.01 0.02
C -3.35682 0.80241 4.41809 0.00 0.03 0.00
C -3.05959 -0.42436 3.84629 0.01 -0.02 -0.02
C -1.97398 -0.54436 2.98592 -0.02 -0.01 0.02
H -0.86143 2.64379 3.06265 0.02 0.00 0.01
H -2.78158 2.86573 4.58093 0.00 0.00 0.00
H -4.20158 0.90080 5.08665 0.00 0.00 0.00
H -3.66313 -1.29312 4.07582 0.00 0.00 0.00
H -1.73630 -1.51388 2.56234 0.00 0.01 -0.02
```
Forces are in eV/Å.

Summary:
2S+1 ... 1
HOMO ... -11.2478 eV
Orbital gap ... 6.63 eV
Energy relative to the best compared isomer or geometry (same formula, charge and spin) ... 396.9 kJ/mol
Net charge ... +1
LUMO ... -4.62 eV

---

Repeat the second record exactly.
This record from the Open Molecules 2025 dataset describes a cluster of 2 separate species, C10H16 in total in a non-equilibrium geometry. The level of theory is wB97M-V/def2-TZVPD.

The geometry in XYZ format:
```
26
Properties=species:S:1:pos:R:3:forces:R:3
C -1.85666 -0.54919 -2.24020 1.81 -2.15 0.24
C -1.41248 -0.41130 -0.79909 -1.39 -0.23 -0.27
C -1.40987 0.80226 -0.13704 0.26 -0.63 2.01
C -1.26308 0.78854 1.27858 -0.46 1.73 0.23
C -1.10024 -0.35331 2.00507 0.95 -2.73 -0.55
C -0.89814 -1.54306 1.27752 0.38 0.36 -0.88
C -1.14124 -1.58998 -0.07698 0.31 0.45 -0.18
H -2.19821 -1.62633 -2.38324 0.14 1.54 -0.08
H -0.93665 -0.43882 -2.82950 -0.25 -0.07 -0.32
H -2.54805 0.16606 -2.59925 -0.89 0.63 -0.08
H -1.58355 1.77569 -0.56068 -0.06 -0.04 -0.58
H -1.31311 1.74679 1.82371 -0.08 -0.45 -0.42
H -1.01504 -0.64803 3.04619 -0.01 1.67 0.39
H -0.34554 -2.37564 1.69001 -0.72 -0.35 0.60
H -1.07055 -2.54995 -0.58662 0.02 0.26 -0.10
C 2.61831 -0.55243 0.09364 0.45 1.48 -1.13
C 2.70055 0.99093 0.22439 -0.29 0.32 1.13
C 2.21838 1.93846 -0.87395 1.00 -1.42 -0.86
H 3.40479 -0.96224 0.72418 -0.45 -0.35 0.36
H 1.59426 -0.91538 0.27669 0.63 -0.06 0.00
H 2.94767 -0.76249 -0.92900 -0.33 -0.47 -0.07
H 2.15585 1.21713 1.15693 0.57 0.31 -0.04
H 3.75150 1.36452 0.27213 -0.48 -0.95 0.71
H 2.70499 1.50064 -1.77265 -0.51 0.64 -0.04
H 1.16408 2.08565 -1.06202 -0.26 -0.12 0.20
H 2.73929 2.85685 -0.65033 -0.33 0.64 -0.27
```
Forces are in eV/Å.

Summary:
2S+1 ... 1
HOMO ... -9.0791 eV
Orbital gap ... 10.10 eV
SMILES ... Cc1ccccc1.CCC
Energy relative to the best compared isomer or geometry (same formula, charge and spin) ... 128.7 kJ/mol
LUMO ... 1.02 eV

---

Question: Which formula does entry 3 have?
Answer: C4H6N2

---

Question: orbital gap of number 3 (C4H6N2)?
Answer: 9.22 eV